# 1
158
Properties=species:S:1:pos:R:3:lowdin_charge:R:1 method="wB97M-V/def2-TZVPD" spin_multiplicity=1 homo_energy_ev=-16.353 total_charge=+4 lumo_ev=-9.546
C 18.91467 -4.18505 22.07811 -0.07
C 18.27838 -3.35936 23.19499 -0.21
C 17.94167 -1.88252 22.90118 -0.11
N 17.64746 -0.98166 24.09262 -0.25
C 18.76345 -1.01663 25.11961 0.05
C 16.29461 -1.19085 24.76510 -0.06
C 15.95915 0.19429 25.36247 -0.15
C 16.36847 1.14527 24.27683 -0.17
C 17.51468 0.49428 23.55079 -0.08
H 19.06149 -5.17395 22.47175 0.08
H 19.91551 -3.78202 21.79121 0.10
H 18.32400 -4.22692 21.20931 0.03
H 18.84434 -3.47564 24.12957 0.11
H 17.31285 -3.84721 23.41156 0.11
H 17.08665 -1.80138 22.24100 0.11
H 18.78721 -1.33214 22.46310 0.14
H 18.63217 -0.10332 25.67232 0.10
H 19.67703 -0.97707 24.55501 0.11
H 18.65860 -1.92774 25.65929 0.10
H 16.40405 -1.94035 25.55466 0.14
H 15.67761 -1.39346 23.90329 0.12
H 16.56583 0.42896 26.23062 0.12
H 14.94222 0.26208 25.70296 0.11
H 16.50206 2.17550 24.62085 0.13
H 15.50336 1.22276 23.59115 0.11
H 18.46679 1.05358 23.70243 0.15
H 17.35841 0.41262 22.46015 0.10
C 16.92771 6.30827 21.56855 -0.05
C 17.04077 5.23092 20.45645 -0.23
C 17.77327 5.79896 19.34021 -0.17
N 17.91666 4.95952 18.15865 -0.31
C 16.68613 4.31290 17.84384 -0.02
C 19.01855 3.99175 18.35475 -0.10
C 20.30564 4.71392 17.96437 -0.11
C 19.83716 6.06490 17.31321 -0.10
C 18.39183 5.72661 16.94991 -0.07
H 17.92840 6.47335 21.93474 0.08
H 16.20056 6.13156 22.34221 0.07
H 16.52624 7.24117 21.11538 0.10
H 16.11169 4.86956 20.13325 0.09
H 17.50351 4.36075 20.84282 0.10
H 18.81100 6.09957 19.64299 0.16
H 17.34801 6.72533 19.01178 0.15
H 16.38284 3.63834 18.63039 0.10
H 16.82598 3.72148 16.93820 0.13
H 15.89699 5.00844 17.73911 0.10
H 18.71534 3.08540 17.83984 0.14
H 19.02502 3.75697 19.41497 0.13
H 20.80427 4.03512 17.28163 0.12
H 21.02019 4.97243 18.74920 0.12
H 20.49328 6.27331 16.45763 0.14
H 19.82338 6.76891 18.11668 0.10
H 18.35297 4.99316 16.14122 0.14
H 17.68915 6.55103 16.79040 0.15
C 19.99872 -1.68446 18.53462 -0.07
C 19.31273 -2.78298 17.68863 -0.18
C 17.80609 -2.49348 17.41654 -0.13
N 16.92794 -3.67842 17.28565 -0.27
C 16.84893 -4.45615 18.54316 0.01
C 17.38205 -4.68720 16.18034 -0.04
C 16.04909 -5.38537 15.89973 -0.11
C 14.87631 -4.38636 16.15076 -0.11
C 15.55701 -3.24539 16.85719 -0.12
H 19.51881 -1.71911 19.50415 0.06
H 19.94523 -0.66999 18.16744 0.07
H 21.04632 -1.84903 18.73231 0.08
H 19.30210 -3.68590 18.29753 0.09
H 19.77257 -2.97401 16.72272 0.11
H 17.78430 -1.94194 16.48115 0.14
H 17.36639 -1.90621 18.20634 0.10
H 16.65557 -3.83510 19.45867 0.11
H 17.76497 -5.01585 18.57433 0.09
H 16.07568 -5.23031 18.50787 0.12
H 18.26194 -5.21993 16.59025 0.14
H 17.80161 -4.11497 15.35094 0.14
H 15.89368 -6.20101 16.60136 0.11
H 16.00109 -5.71091 14.85241 0.13
H 14.08420 -4.79523 16.72060 0.10
H 14.38181 -3.95644 15.27920 0.12
H 15.07279 -2.97452 17.77043 0.11
H 15.69921 -2.34423 16.28133 0.13
C 13.98256 1.83277 12.70005 0.05
N 13.16939 1.22186 13.78761 -0.07
C 11.83069 1.18926 13.57394 0.03
C 10.99815 0.52527 14.41488 0.06
C 11.60796 0.00922 15.56411 -0.13
C 12.95163 0.22125 15.82088 0.01
C 13.73487 0.83793 14.88431 -0.04
C 10.81071 -0.80817 16.47656 -0.09
C 11.48514 -1.58024 17.42817 0.06
C 10.75052 -2.43968 18.18493 0.01
N 9.44882 -2.62050 17.90517 -0.07
C 8.77724 -1.98190 16.93890 0.02
C 9.44192 -0.99622 16.26385 0.05
C 8.78101 -3.73780 18.62282 0.05
H 14.95681 1.31437 12.61720 0.12
H 14.21810 2.84234 12.96644 0.10
H 13.39165 1.85954 11.81191 0.10
H 11.46277 1.72214 12.70558 0.16
H 9.96882 0.37317 14.25279 0.11
H 13.44840 -0.01428 16.73209 0.10
H 14.84336 1.00830 14.95561 0.18
H 12.56945 -1.53014 17.56501 0.12
H 11.19725 -3.14031 18.93756 0.11
H 7.71430 -2.16615 16.80938 0.16
H 8.84886 -0.43586 15.55568 0.13
H 7.98526 -4.17355 18.06246 0.10
H 8.38140 -3.32523 19.55372 0.12
H 9.51531 -4.50083 18.78188 0.10
C 11.19847 3.95856 21.49779 0.08
N 11.31688 2.70779 22.39101 -0.04
C 10.80119 2.74991 23.61424 0.01
C 10.71727 1.59256 24.39711 0.06
C 11.21117 0.39931 23.86006 -0.09
C 11.85392 0.41604 22.58548 0.06
C 11.86933 1.56561 21.90704 0.01
C 11.11735 -0.85105 24.61906 -0.13
C 11.70397 -2.01514 24.14769 0.04
C 11.65323 -3.13462 24.92931 0.01
N 10.93425 -3.19625 26.07061 -0.08
C 10.32888 -2.09286 26.50338 0.01
C 10.43214 -0.88395 25.82844 0.06
C 10.81698 -4.47556 26.83203 0.05
H 11.71181 3.85543 20.59665 0.05
H 11.71540 4.79424 22.01565 0.12
H 10.14462 4.17886 21.34143 0.12
H 10.33095 3.66028 23.90489 0.15
H 10.33388 1.78455 25.39807 0.13
H 12.25864 -0.45293 22.09729 0.09
H 12.44491 1.64372 20.99958 0.13
H 12.17447 -2.08392 23.06549 0.11
H 12.28037 -4.01740 24.66710 0.16
H 9.81407 -2.12430 27.46012 0.16
H 9.87543 -0.06231 26.19122 0.11
H 10.84103 -4.28299 27.91304 0.12
H 11.74932 -5.01774 26.59852 0.11
H 9.94372 -5.05649 26.55714 0.11
P 15.25927 0.33308 19.94043 0.16
F 15.86972 -1.17002 19.63789 -0.20
F 15.55950 0.68631 18.40329 -0.15
F 13.82278 -0.21301 19.54598 -0.13
F 14.63855 1.76674 20.19474 -0.13
F 14.94636 -0.10418 21.48990 -0.17
F 16.74310 0.88552 20.37088 -0.17
P 12.72031 3.52597 16.83257 0.20
F 13.80616 4.64708 17.28107 -0.17
F 12.04242 3.54727 18.31218 -0.15
F 11.82776 4.69957 16.33744 -0.09
F 11.67332 2.47062 16.29973 -0.10
F 13.54983 3.55424 15.33031 -0.21
F 13.80920 2.37664 17.27074 -0.18
C 14.34570 -3.47483 21.31825 -0.01
C 12.93168 -3.18481 20.73004 -0.66
O 12.74555 -3.66135 19.59373 -0.06
O 12.08822 -2.51287 21.42235 -0.11
H 14.45973 -3.27904 22.39840 0.06
H 15.06318 -2.80185 20.82472 0.03
H 14.58267 -4.51741 21.12595 0.07



# 2
93
Properties=species:S:1:pos:R:3:lowdin_spin:R:1 method="wB97M-V/def2-TZVPD" spin_multiplicity=4 homo_energy_ev="-7.160 / -12.431" total_charge=+1 lumo_ev="-2.020 / -2.112" s_squared=3.751
Ti 0.27477 -0.67167 -0.67615 2.59
C 3.00976 -3.82617 3.51786 0.00
O 1.66109 -3.55686 3.15959 0.00
H 3.66662 -4.06014 2.68007 0.00
H 3.32435 -2.83836 3.85455 0.00
H 3.29566 -4.58382 4.24746 0.00
H 1.10572 -4.30709 3.38392 0.00
C -2.58369 0.60022 -5.32527 0.00
O -1.29381 0.87140 -4.66494 0.00
H -3.05133 1.49878 -5.72777 0.00
H -2.41810 -0.11052 -6.13492 0.00
H -3.22634 -0.07252 -4.75737 0.00
H -0.63904 0.77901 -5.36088 0.00
C 1.07350 1.85724 -2.38347 0.04
O -0.07868 1.05433 -2.35365 0.05
H 0.89124 2.88553 -2.07122 0.00
H 1.82441 1.49238 -1.68267 0.02
H 1.60083 1.93587 -3.33417 0.00
H -0.40939 1.19168 -3.24436 0.00
C -1.94533 1.17745 1.93522 0.00
O -1.84643 0.24479 0.94179 0.03
H -1.09184 1.06648 2.60406 0.00
H -1.77958 2.20493 1.61131 0.00
H -2.97536 1.18962 2.29157 0.00
H -2.73591 0.17832 0.58681 0.00
C 4.30843 0.59658 -3.41379 0.00
O 5.40673 0.83299 -2.62641 0.00
H 3.66295 0.01215 -2.75814 0.00
H 3.84515 1.51398 -3.77690 0.00
H 4.73584 0.00072 -4.22025 0.00
H 6.22501 1.14422 -3.02032 0.00
C -0.82853 -3.07463 0.43270 0.03
O -1.38865 -2.49091 -0.69552 0.05
H -0.28340 -3.96458 0.11815 0.00
H -0.21933 -2.40950 1.04473 0.01
H -1.58595 -3.51507 1.08109 0.00
H -2.30143 -2.78737 -0.67239 0.01
C 1.77611 -3.04480 -2.47806 0.01
O 1.79640 -1.76058 -2.10842 0.05
H 1.89721 -3.75471 -1.65985 0.00
H 0.84482 -3.29104 -2.98812 0.00
H 2.63034 -3.19436 -3.13839 0.00
H 2.70528 -1.58118 -1.85671 0.00
C -2.87600 -1.98362 3.53640 0.00
O -3.54843 -2.73617 2.54280 0.00
H -3.44758 -1.82419 4.45073 0.00
H -1.93385 -2.48327 3.76177 0.00
H -2.64838 -0.97517 3.19098 0.00
H -3.19464 -2.68530 1.65182 0.00
C -4.67383 -0.46712 -1.50033 0.00
O -4.15279 0.17331 -0.35757 0.00
H -5.70766 -0.80017 -1.40891 0.00
H -4.63846 0.15441 -2.39506 0.00
H -4.05170 -1.33537 -1.71765 0.00
H -4.83007 0.80013 -0.09298 0.00
C 5.43431 -2.71340 -0.20712 0.00
O 4.69583 -2.09526 -1.26241 0.00
H 4.70394 -3.13827 0.48147 0.00
H 6.13513 -3.44060 -0.61715 0.00
H 6.04581 -1.89833 0.17997 0.00
H 5.21490 -1.38814 -1.65247 0.00
C 2.58652 0.25204 1.10062 0.03
O 1.82683 -0.92546 1.02906 0.04
H 2.01971 1.01208 1.63838 0.01
H 3.43227 0.18009 1.78444 0.00
H 3.08749 0.53690 0.17544 0.01
H 1.98121 -1.34465 1.87879 0.00
C 0.12306 -0.68625 4.85548 0.00
C 0.86368 0.42802 5.55164 0.00
C 2.30630 0.50326 5.02350 0.00
O 2.49015 1.77421 4.61441 0.00
C 1.26313 2.41757 4.70753 0.00
O 1.01909 3.58406 4.32446 0.00
O 0.29554 1.55058 5.05181 0.00
H 0.59583 -1.60815 5.19416 0.00
H 0.00882 -0.75126 3.77343 0.00
H -0.90308 -0.78100 5.21067 0.00
H 0.81325 0.35255 6.63785 0.00
H 2.50027 -0.22428 4.23536 0.00
H 2.93123 0.26071 5.88300 0.00
C -2.60677 3.06899 -1.69919 0.00
C -3.62821 3.89820 -2.54842 0.00
C -4.35307 5.00980 -1.93196 0.00
O -4.28721 6.04268 -2.93042 0.00
C -3.35506 5.75595 -3.88963 0.00
O -2.98613 6.53915 -4.77609 0.00
O -2.90527 4.55632 -3.61217 0.00
H -2.14461 2.35229 -2.37804 0.00
H -2.96014 2.61087 -0.77542 0.00
H -1.80857 3.72715 -1.35594 0.00
H -4.35992 3.17592 -2.91038 0.00
H -3.89618 5.50179 -1.07331 0.00
H -5.35679 4.63364 -1.73412 0.00



# 3
144
Properties=species:S:1:pos:R:3:lowdin_charge:R:1 method="wB97M-V/def2-TZVPD" spin_multiplicity=1 homo_energy_ev=-9.415 total_charge=0 lumo_ev=0.031
C -2.82573 3.94301 6.67944 -0.07
C -2.28710 4.17809 5.25787 -0.35
O -1.23884 3.33731 4.87648 -0.07
H -3.86128 3.63861 6.52750 0.06
H -2.85876 4.88527 7.22638 0.07
H -2.26666 3.15896 7.19014 0.08
H -1.90931 5.20005 5.22680 0.10
H -3.14147 4.12963 4.58274 0.08
H -0.98398 3.41398 3.95410 0.02
C -4.13374 -0.32272 -2.83973 -0.07
C -5.50912 0.20507 -2.58037 -0.33
O -5.54592 0.73208 -1.29754 -0.08
H -3.73193 -0.70624 -1.90188 0.06
H -3.51410 0.48034 -3.23879 0.08
H -4.25081 -1.16381 -3.52306 0.08
H -6.31982 -0.51857 -2.66528 0.12
H -5.71550 0.98915 -3.30888 0.11
H -6.42329 0.98547 -1.00155 0.10
C -1.48932 4.48327 1.55673 -0.06
C -0.07678 3.87673 1.36703 -0.32
O 0.17214 3.09111 2.46790 -0.08
H -2.19166 3.65706 1.44638 0.06
H -1.75066 5.21046 0.78796 0.07
H -1.58890 4.92805 2.54687 0.07
H 0.76511 4.55411 1.22395 0.11
H -0.07666 3.21938 0.49755 0.09
H -0.05698 2.21255 2.15607 0.06
C 0.62302 -0.02782 -0.35366 -0.03
C -0.78370 -0.31023 0.33033 -0.24
O -1.02120 0.63504 1.38566 -0.10
H 0.75194 0.90260 -0.90666 0.04
H 0.76354 -0.81581 -1.09354 0.04
H 1.49285 -0.14676 0.29237 0.07
H -0.81540 -1.29455 0.79747 0.10
H -1.67166 -0.30207 -0.30178 0.09
H -1.95616 0.84647 1.33334 0.04
C 0.32976 1.41903 -4.00944 -0.07
C 0.91792 1.97860 -5.27437 -0.33
O -0.14851 2.03598 -6.17464 -0.08
H 1.07524 1.40853 -3.21429 0.04
H -0.04909 0.40392 -4.12827 0.08
H -0.38410 2.13043 -3.59425 0.06
H 1.63738 1.25099 -5.64995 0.11
H 1.37030 2.96994 -5.24831 0.11
H 0.16986 2.17962 -7.06884 0.08
C -2.37230 3.58085 -2.01253 -0.05
C -2.71230 4.62159 -3.15796 -0.33
O -2.49298 5.93582 -2.86484 -0.06
H -2.50016 2.53143 -2.27799 0.05
H -3.05706 3.81348 -1.19700 0.05
H -1.38816 3.61830 -1.54544 0.05
H -3.78450 4.55381 -3.34210 0.11
H -2.26394 4.43472 -4.13374 0.10
H -1.54945 5.96834 -2.69077 0.09
C 4.66299 2.10199 3.28798 -0.07
C 5.22300 1.88251 4.72069 -0.36
O 6.26703 2.70114 5.06920 -0.07
H 4.48089 3.17090 3.17664 0.07
H 3.69202 1.62494 3.15480 0.07
H 5.37798 1.76583 2.53706 0.07
H 5.58468 0.85427 4.72424 0.10
H 4.49010 2.11116 5.49444 0.11
H 6.38219 2.61019 6.01793 0.09
C -1.70703 -2.91717 -4.40616 -0.07
C -1.92846 -3.07224 -2.92914 -0.32
O -1.68334 -4.41039 -2.58371 -0.08
H -2.13423 -2.05344 -4.91563 0.07
H -2.12664 -3.74306 -4.98056 0.08
H -0.65455 -2.92675 -4.68951 0.07
H -2.93461 -2.81694 -2.59658 0.09
H -1.26297 -2.45603 -2.32456 0.10
H -2.45592 -4.71326 -2.10104 0.06
C 2.85848 -3.79104 -1.74995 -0.06
C 1.40237 -3.87845 -2.15051 -0.34
O 1.14821 -4.55272 -3.36495 -0.07
H 3.39818 -3.62033 -2.68144 0.08
H 3.23825 -4.73326 -1.35487 0.06
H 3.13154 -3.09431 -0.95741 0.06
H 0.92803 -2.90411 -2.26783 0.08
H 0.82093 -4.33555 -1.34983 0.09
H 0.23381 -4.84357 -3.33519 0.05
C 5.62016 -2.48824 1.83516 -0.07
C 4.23924 -2.96743 2.34431 -0.31
O 4.23768 -4.23368 2.99486 -0.09
H 5.87850 -3.04871 0.93670 0.05
H 6.31308 -2.52379 2.67581 0.08
H 5.44960 -1.50197 1.40355 0.06
H 3.63963 -3.16361 1.45545 0.09
H 3.73634 -2.23008 2.97004 0.11
H 3.96031 -4.84784 2.31114 0.01
C 2.57680 3.31097 -1.28711 -0.09
C 3.87091 3.92589 -1.62383 -0.33
O 4.28992 4.97719 -0.76505 -0.08
H 2.36834 2.36064 -1.77855 0.06
H 1.75771 3.98216 -1.54537 0.08
H 2.31461 3.23811 -0.23162 0.07
H 3.86491 4.39956 -2.60552 0.11
H 4.69838 3.21645 -1.61399 0.11
H 4.98429 5.44334 -1.23638 0.08
C 1.98377 -7.55937 -0.14588 -0.08
C 1.85164 -6.44344 0.95271 -0.23
O 3.22489 -6.18187 1.33478 -0.10
H 2.67227 -8.37905 0.05951 0.07
H 2.20331 -7.09963 -1.10949 0.06
H 1.07987 -8.13582 -0.34281 0.06
H 1.22246 -6.92945 1.69837 0.10
H 1.31989 -5.54524 0.63874 0.09
H 3.60938 -6.95989 1.74523 0.10
C 6.45441 -2.07223 -2.10573 -0.10
C 7.68121 -2.48673 -1.44852 -0.34
O 8.74601 -2.47948 -2.41546 -0.09
H 6.45604 -1.15826 -2.69967 0.09
H 5.70776 -2.05251 -1.31186 0.06
H 6.05589 -2.79777 -2.81487 0.08
H 7.68446 -3.49377 -1.03143 0.11
H 7.94706 -1.83221 -0.61844 0.11
H 9.58915 -2.67261 -1.99905 0.07
C -4.29683 -1.07618 2.59654 -0.08
C -4.35084 0.38596 2.38427 -0.34
O -3.82893 0.60919 1.11537 -0.10
H -5.02114 -1.55404 1.93691 0.08
H -4.33485 -1.32595 3.65686 0.09
H -3.36455 -1.42664 2.15366 0.06
H -3.69997 0.96546 3.03896 0.13
H -5.37764 0.68139 2.59993 0.11
H -4.35191 0.15934 0.44774 0.06
C -5.10064 4.11456 1.94201 -0.07
C -5.45280 5.04313 0.81387 -0.33
O -6.71270 4.74705 0.27601 -0.07
H -5.87529 4.27387 2.69210 0.09
H -4.11473 4.20237 2.39849 0.05
H -5.22955 3.08276 1.61511 0.06
H -4.75692 4.99584 -0.02375 0.10
H -5.54600 6.08472 1.12130 0.12
H -6.79885 3.79740 0.38716 0.06
C -2.01107 -4.38760 1.73555 -0.03
C -3.25189 -4.33847 0.69067 -0.27
O -3.21241 -5.47992 -0.14356 -0.10
H -1.07933 -4.55268 1.19452 0.05
H -2.16030 -5.12465 2.52459 0.07
H -1.84532 -3.46730 2.29563 0.05
H -3.34066 -3.48341 0.02054 0.09
H -4.27103 -4.38640 1.07428 0.10
H -3.70677 -6.19037 0.27174 0.09



| no. | energy (eV) |
| --- | --- |
| 1 | -118920.291 |
| 2 | -78519.824 |
| 3 | -67493.654 |